{"formula": "C20H23N3O3", "method": "ωB97M-V/def2-TZVPD", "symbols": ["C", "O", "C", "C", "C", "C", "C", "O", "N", "C", "C", "C", "C", "O", "N", "C", "C", "C", "C", "C", "C", "N", "C", "C", "C", "C", "H", "H", "H", "H", "H", "H", "H", "H", "H", "H", "H", "H", "H", "H", "H", "H", "H", "H", "H", "H", "H", "H", "H"], "positions_angstrom": [[-7.90, -2.13, -0.61], [-6.71, -2.25, 0.13], [-5.81, -1.23, 0.09], [-5.96, -0.06, -0.65], [-4.97, 0.91, -0.62], [-3.82, 0.73, 0.13], [-2.80, 1.83, 0.21], [-3.08, 2.92, 0.67], [-1.57, 1.55, -0.27], [-1.17, 0.33, -0.93], [-0.04, -0.36, -0.15], [1.13, 0.60, 0.04], [2.19, -0.03, 0.94], [1.93, -0.85, 1.80], [3.44, 0.45, 0.74], [4.59, -0.10, 1.41], [5.70, -0.39, 0.44], [6.79, -1.17, 0.81], [7.80, -1.39, -0.11], [7.68, -0.82, -1.37], [6.56, -0.05, -1.64], [5.60, 0.16, -0.76], [0.64, 1.89, 0.70], [-0.50, 2.50, -0.12], [-3.68, -0.43, 0.89], [-4.66, -1.40, 0.87], [-8.49, -1.27, -0.29], [-8.45, -3.04, -0.42], [-7.69, -2.04, -1.68], [-6.84, 0.11, -1.25], [-5.10, 1.82, -1.18], [-0.81, 0.58, -1.94], [-2.02, -0.34, -1.03], [-0.40, -0.67, 0.83], [0.28, -1.25, -0.69], [1.58, 0.84, -0.93], [3.66, 0.99, -0.08], [4.95, 0.60, 2.18], [4.27, -1.02, 1.93], [6.84, -1.60, 1.80], [8.65, -1.99, 0.14], [8.44, -0.96, -2.13], [6.41, 0.42, -2.60], [0.27, 1.66, 1.70], [1.45, 2.61, 0.80], [-0.13, 2.79, -1.11], [-0.91, 3.38, 0.38], [-2.80, -0.57, 1.51], [-4.57, -2.30, 1.45]], "lowdin_charge": [-0.0908, -0.0832, -0.2736, -0.0117, -0.0095, -0.1626, -0.4208, 0.0685, -0.0467, -0.1409, -0.1223, -0.2406, -0.4731, 0.0689, 0.0675, -0.1172, -0.2598, -0.0217, -0.0658, -0.0674, -0.1370, 0.0975, -0.1149, -0.1314, -0.0272, 0.0084, 0.0960, 0.0926, 0.0951, 0.1027, 0.1231, 0.1311, 0.1189, 0.1148, 0.1267, 0.1475, 0.1218, 0.1347, 0.1277, 0.1146, 0.1067, 0.1000, 0.1059, 0.1351, 0.1193, 0.1323, 0.1220, 0.1191, 0.1196], "homo_ev": -8.5, "total_energy_ev": -31727.1055, "gap_ev": 9.2, "smiles": "COc1ccc(C(=O)N2CCC(C(=O)NCc3ccccn3)CC2)cc1", "relative_energy_kj_mol": 101.1, "multiplicity": 1}